9
Properties=species:S:1:pos:R:3:forces:R:3:mulliken_charge:R:1 method="wB97M-V/def2-TZVPD" molar_mass_da=189.902 gap_ev=4.93 total_charge=+1 homo_ev=-10.390 relative_energy_kcal_mol=37.7 max_force_ha_per_bohr=0.07322
H 0.810196 -0.183332 1.562019 -0.233 -2.868 -0.684 0.448
O 1.074285 -1.465968 1.262890 0.143 0.869 1.018 -0.491
C 0.398729 -1.246854 0.155863 1.802 3.305 0.055 0.142
C -0.213724 0.035559 0.318529 -1.541 -0.537 0.042 -0.464
O -0.532814 0.978343 -0.586114 -0.208 1.129 -1.714 -0.740
Na 1.017242 1.204861 -2.374776 -0.382 -0.153 0.644 0.916
Ag -2.457100 2.388581 -0.696384 0.956 -0.977 0.262 0.654
H 0.888412 -1.646587 -0.751301 -1.126 -0.788 0.194 0.224
H -0.985224 -0.064605 1.109274 0.588 0.020 0.183 0.312